Record 1
Entry from OMol25: a molecular structure, C22H25N7OPdS2 (ωB97M-V/def2-TZVPD).

Results
Net charge: +2
Energy above the lowest of the compared OMol25 structures with the same formula, charge and spin in kcal per mole: 0.00
Orbital gap in eV: 7.4
Lowest unoccupied orbital energy in Ha: -0.24962
Maximum force in hartree/bohr: 0.0193

Geometry (Å):
Pd1 0.7700 1.3278 -0.0951
S1 1.2228 -1.8240 0.2201
S2 0.6331 5.8046 -0.3285
O1 0.2606 -0.6618 -0.0956
N1 4.5345 3.0191 -0.0111
N2 -1.6126 1.6813 -1.0895
N3 -1.3620 1.5166 0.2428
N4 -3.0972 0.3990 -0.3555
N5 2.8817 1.5420 -0.0453
N6 -2.6288 1.0147 -1.4557
N7 0.9172 3.3122 -0.1650
C1 -5.8724 1.5142 -1.0927
C2 0.3620 -3.2889 -0.2702
C3 2.1872 3.8368 -0.1485
C4 3.2137 2.8255 -0.0723
C5 1.1666 -1.9755 2.0010
C6 -0.0010 4.2370 -0.2631
C7 2.2232 5.1898 -0.2244
C8 -0.9914 -3.2557 -0.5674
C9 6.4798 1.4275 0.1348
C10 6.7664 0.0824 0.1780
C11 -4.3445 -0.3795 -0.3909
C12 5.7397 -0.8733 0.1334
C13 4.4103 -0.5187 0.0545
C14 -0.8819 -5.6174 -1.0137
C15 -1.6109 -4.4373 -0.9441
C16 1.1138 -4.4526 -0.3569
C17 -5.5777 0.4555 -0.0357
C18 0.4753 -5.6279 -0.7209
C19 -5.4751 1.0611 1.3607
C20 4.0944 0.8397 0.0251
C21 -2.3060 0.6938 0.6675
C22 5.1367 1.7739 0.0559
H1 -4.4129 -0.7717 -1.4040
H2 -6.3951 -0.2712 -0.0332
H3 -4.2179 -1.2081 0.3058
H4 6.0011 -1.9224 0.1519
H5 0.1463 -2.1863 2.3148
H6 -2.4514 0.3512 1.6777
H7 1.0403 -6.5470 -0.7903
H8 -1.5380 -2.3235 -0.5220
H9 5.0062 3.9090 -0.0111
H10 7.7949 -0.2442 0.2378
H11 3.6542 -1.2805 -0.0119
H12 -1.3728 -6.5345 -1.3095
H13 3.0779 5.8464 -0.2358
H14 -6.4261 1.5095 1.6434
H15 -6.0488 1.0677 -2.0715
H16 -5.0477 2.2240 -1.1903
H17 -5.2293 0.3115 2.1168
H18 -2.6642 -4.4380 -1.1894
H19 1.8307 -2.7914 2.2869
H20 -4.7276 1.8588 1.3984
H21 7.2569 2.1793 0.1580
H22 2.1779 -4.4487 -0.1520
H23 -6.7600 2.0812 -0.8157
H24 -1.0571 4.0266 -0.3066
H25 1.5352 -1.0393 2.4196

Here are the natural (NBO) charges for atoms 1 to 6, given in e:
1 Pd 1.014
2 S 1.269
3 S 0.624
4 O -0.973
5 N -0.473
6 N -0.087

---

Record 2
Entry from OMol25: a molecular structure, C22H25N7PtS in a non-equilibrium geometry (ωB97M-V/def2-TZVPD).

Results
Net charge: +2
Orbital gap (alpha / beta) in eV: 7.6 / 7.6
Lowest unoccupied orbital energy (alpha / beta) in Ha: -0.20893 / -0.20896
Maximum force in hartree/bohr: 0.0286

Geometry (Å):
Pt1 -0.2122 0.0754 -0.2991
S1 -2.4783 0.5115 -4.5193
N1 1.2254 1.4094 -0.5676
N2 -0.1425 -0.7209 -5.0370
N3 -0.2222 0.6170 1.8944
N4 -1.1322 -1.6195 0.2233
N5 -1.6502 0.6290 -2.1520
N6 1.5868 -1.0891 0.5758
N7 -0.6100 -0.0013 -2.8568
C1 -1.0458 1.8383 3.7699
C2 2.4969 0.9543 -0.3917
C3 -0.7800 -3.7472 1.2364
C4 0.7521 0.1200 2.6448
C5 2.0541 3.6238 -0.8568
C6 -3.8715 1.6926 -2.3409
C7 -0.9313 -0.1269 -4.1194
C8 -2.9888 -2.8401 1.0778
C9 1.0174 2.7151 -0.7931
C10 1.1621 -2.4594 0.2393
C11 3.3468 3.1709 -0.6682
C12 -2.6699 0.9574 -2.8613
C13 2.6811 -0.5391 -0.2337
C14 3.5660 1.8200 -0.4302
C15 -3.8182 3.1953 -2.6209
C16 -0.2943 -2.6283 0.6034
C17 1.7422 -0.8552 2.0189
C18 -1.1121 1.4655 2.4490
C19 -0.0216 1.3208 4.5538
C20 0.8859 0.4522 3.9839
C21 -2.4440 -1.7297 0.4605
C22 -2.1457 -3.8580 1.4768
H1 -0.3779 -0.7330 -6.0122
H2 1.6557 -1.8083 2.5428
H3 3.6673 -0.7775 0.1700
H4 -0.0142 3.0117 -0.9236
H5 -3.7345 3.3998 -3.6888
H6 -3.9123 1.4941 -1.2693
H7 1.6959 0.0306 4.5683
H8 4.1817 3.8590 -0.7029
H9 -0.0937 -4.5298 1.5336
H10 -2.5409 -4.7360 1.9720
H11 -2.9660 3.6563 -2.1198
H12 -4.0563 -2.8870 1.2430
H13 -4.7725 1.2631 -2.7817
H14 -1.7799 2.5218 4.1751
H15 -4.7253 3.6798 -2.2621
H16 2.6191 -0.9905 -1.2242
H17 1.8379 4.6672 -1.0430
H18 1.2434 -2.5639 -0.8423
H19 -3.0532 -0.8988 0.1326
H20 0.7804 -1.0126 -4.7706
H21 4.5659 1.4346 -0.2767
H22 0.0656 1.5944 5.5978
H23 2.7498 -0.4872 2.2157
H24 1.7880 -3.2300 0.6950
H25 -1.8871 1.8424 1.7952

Here are the natural (NBO) charges for atoms 1 to 6, given in e:
1 Pt 1.050
2 S 0.429
3 N -0.458
4 N -0.778
5 N -0.512
6 N -0.464

---

Record 3
Entry from OMol25: a molecular structure, C22H26AlClNPV in a non-equilibrium geometry (ωB97M-V/def2-TZVPD).

Results
Net charge: -2
Energy above the lowest of the compared OMol25 structures with the same formula, charge and spin in kcal per mole: 25.67
Expectation value of S²: 3.789
Orbital gap (alpha / beta) in eV: 2.9 / 5.7
Lowest unoccupied orbital energy (alpha / beta) in Ha: 0.17530 / 0.17201
Multiplicity: 4
Maximum force in hartree/bohr: 0.0660

Geometry (Å):
V1 0.2266 0.3523 -4.7424
Cl1 -0.6676 2.2776 -2.7702
P1 0.4171 0.0126 0.9995
Al1 -0.5615 0.4061 -1.6889
N1 0.7277 0.1247 -0.5425
C1 -0.9079 -3.8192 0.5491
C2 -0.9708 0.1249 -6.2979
C3 -1.6604 -4.0544 1.7031
C4 -0.2161 -2.6125 0.4068
C5 0.2958 -1.3159 -4.0422
C6 2.1960 -0.9570 2.9523
C7 3.2591 -0.8040 3.8457
C8 -0.3515 -1.5938 1.3683
C9 -1.6409 3.5478 0.9455
C10 2.5941 1.2913 2.1135
C11 -2.0640 2.5591 3.1098
C12 3.9936 0.3854 3.8722
C13 2.0862 0.7146 -5.3051
C14 3.6656 1.4293 3.0004
C15 -1.0791 -1.8500 2.5409
C16 -2.4087 -0.1725 -1.3764
C17 -0.7756 2.4890 0.6585
C18 1.8394 0.1083 2.1086
C19 -0.6135 1.4152 1.5441
C20 -2.2916 3.5812 2.1777
C21 -1.2060 1.4970 2.8135
C22 -1.7235 -3.0783 2.7048
H1 -0.4343 0.3027 -7.2521
H2 4.8243 0.4965 4.5675
H3 -1.1330 -1.1029 3.3285
H4 -0.6197 -1.8968 -3.8014
H5 -2.9949 0.7607 -1.2555
H6 2.7613 -0.0866 -4.9485
H7 1.1131 -1.6389 -3.3442
H8 -1.8245 0.8335 -6.2674
H9 2.4629 1.6752 -4.8945
H10 -0.9812 0.7472 3.5737
H11 -2.5141 -0.7689 -0.4515
H12 2.3365 2.0970 1.4217
H13 3.5091 -1.6231 4.5211
H14 -2.9629 4.4057 2.4167
H15 -2.5551 2.5906 4.0817
H16 -2.1917 -4.9992 1.8261
H17 -0.2359 2.4899 -0.2911
H18 4.2398 2.3568 3.0093
H19 -0.8502 -4.5661 -0.2432
H20 1.6329 -1.8921 2.9184
H21 2.1704 0.7841 -6.4085
H22 -1.7932 4.3333 0.2020
H23 0.4018 -2.4254 -0.4735
H24 -2.8590 -0.7619 -2.1994
H25 -2.2775 -3.2690 3.6239
H26 -1.3872 -0.9007 -6.3086

Here are the natural (NBO) charges for atoms 1 to 6, given in e:
1 V 1.002
2 Cl -0.577
3 P 1.771
4 Al 1.762
5 N -1.684
6 C -0.226

---

Record 4
Entry from OMol25: a molecular structure, C22H26BF5HoNO4 in a non-equilibrium geometry (ωB97M-V/def2-TZVPD).

Results
Energy above the lowest of the compared OMol25 structures with the same formula, charge and spin in kcal per mole: 7.53
Expectation value of S²: 6.004
Orbital gap (alpha / beta) in eV: 7.4 / 7.3
Lowest unoccupied orbital energy (alpha / beta) in Ha: -0.00253 / -0.00252
Multiplicity: 5
Maximum force in hartree/bohr: 0.0263

Geometry (Å):
Ho1 -0.0179 0.1452 -1.0169
F1 -4.9588 -2.2358 3.2149
F2 1.7829 -0.7288 -4.5868
F3 0.2389 0.9409 -4.1542
F4 0.1282 -1.0152 -2.9754
F5 1.7980 0.4317 -2.5709
O1 1.8127 0.8974 0.8473
O2 -0.0663 -0.8952 1.4888
O3 0.0360 -2.6283 -0.6249
O4 2.2420 -1.2955 -0.5393
N1 0.6252 7.8613 -0.0407
C1 -0.2707 4.5465 0.6036
C2 0.8006 4.7126 -1.5511
C3 0.4949 6.7295 -0.1945
C4 1.1081 -3.2202 -1.3496
C5 0.6542 3.3406 -1.7109
C6 3.4295 -0.6459 -0.1158
C7 -3.1723 -0.5489 -0.1343
C8 1.7170 0.4703 2.1958
C9 -3.6979 -1.8483 -0.1588
C10 -3.9139 -0.3837 2.1865
C11 -0.1295 -3.1752 0.6795
C12 -0.4025 3.1809 0.4134
C13 -0.7933 -2.1259 1.5393
C14 0.0574 2.5227 -0.7397
C15 -2.4289 0.0184 -1.2712
C16 0.3410 5.3157 -0.3856
C17 -3.3118 0.1663 1.0663
C18 2.4470 -2.6544 -0.8868
C19 3.0755 0.7966 0.2116
C20 -4.3834 -1.6810 2.1182
C21 -4.2911 -2.4221 0.9567
C22 1.1193 -0.9164 2.2719
B1 1.0221 -0.0761 -3.6896
H1 -0.7616 -4.0688 0.6350
H2 0.8712 -1.1645 3.3105
H3 0.8429 -3.4703 1.0871
H4 -4.6936 -3.4258 0.9287
H5 1.2652 5.3170 -2.3192
H6 -0.6347 5.0255 1.5039
H7 -0.8849 2.6148 1.2096
H8 3.8334 -1.1764 0.7578
H9 2.6922 0.5018 2.6907
H10 -0.8784 -2.4724 2.5739
H11 -2.7019 1.0702 -1.4295
H12 3.8586 1.2441 0.8328
H13 2.9812 1.3889 -0.6988
H14 -1.7915 -1.9045 1.1666
H15 4.1868 -0.6669 -0.9073
H16 0.9332 -2.9892 -2.3957
H17 1.0556 1.1848 2.6884
H18 -2.9374 1.1830 1.1187
H19 1.0150 2.9041 -2.6366
H20 -3.6279 -2.4250 -1.0725
H21 -2.6380 -0.5263 -2.1983
H22 1.8151 -1.6685 1.8892
H23 1.1003 -4.3085 -1.2284
H24 -4.0205 0.1781 3.1047
H25 3.1811 -2.7380 -1.6948
H26 2.8463 -3.1868 -0.0132

Here are the natural (NBO) charges for atoms 1 to 6, given in e:
1 Ho 2.010
2 F -0.337
3 F -0.515
4 F -0.510
5 F -0.564
6 F -0.556